77
Properties=species:S:1:pos:R:3:forces:R:3 method="wB97M-V/def2-TZVPD" charge=+4 orbital_gap_ha="0.1055 / 0.1057" total_energy_ev=-73686.8802
Sn -1.060011 -1.401522 1.044696 0.0 0.6 1.4
S 1.572505 -0.780098 0.727733 -0.7 -1.2 0.7
C 1.630728 0.493135 -0.414003 0.0 0.3 -0.7
N 2.585135 0.564728 -1.292990 -0.5 -0.3 0.1
C 2.614512 1.701683 -2.226811 0.0 0.4 -0.1
C 2.322242 2.957348 -1.455733 0.2 -0.1 0.1
N 1.008850 2.804888 -0.797248 0.1 -0.5 0.3
C 0.250303 4.048343 -0.546458 -0.6 0.6 -0.2
C -0.087764 4.806623 -1.798221 -0.1 0.2 -0.8
C 0.235026 6.177024 -1.892362 0.0 -1.2 0.6
C -0.073850 6.878085 -3.028715 -0.7 -0.2 -1.4
C -0.717530 6.221947 -4.104953 0.3 -0.3 0.7
C -1.059777 4.852154 -4.008568 0.1 1.3 -0.6
C -0.748965 4.156355 -2.874104 0.6 0.1 1.4
C 0.609940 1.625899 -0.384932 0.7 0.2 -0.5
S -0.956449 1.352545 0.156989 -1.3 -1.0 0.6
C 3.660600 -0.445712 -1.473183 0.5 -0.2 0.2
C 5.018766 0.144310 -1.182028 0.0 0.0 -0.2
C 5.309932 0.629884 0.087171 -0.1 0.1 0.2
C 6.560275 1.165309 0.358790 0.0 -0.3 0.1
C 7.536356 1.173181 -0.630817 0.0 0.1 0.1
C 7.238125 0.723360 -1.904446 0.0 -0.2 -0.2
C 5.986490 0.181761 -2.177643 -0.1 0.3 -0.2
H 1.865234 1.544279 -3.006509 0.0 -0.1 0.0
H 3.596212 1.751833 -2.689724 0.1 -0.1 0.1
H 2.282337 3.805079 -2.134225 -0.2 0.1 0.0
H 3.096006 3.153950 -0.709750 -0.1 0.0 0.1
H 0.864336 4.678324 0.100244 0.1 -0.1 0.1
H -0.667508 3.795252 -0.008271 0.1 -0.2 0.1
H 0.727782 6.677625 -1.064794 0.0 -0.1 0.0
H 0.180423 7.927917 -3.106621 -0.1 -0.1 0.0
H -0.949615 6.772570 -5.009399 0.0 0.0 0.1
H -1.581557 4.369736 -4.825109 0.1 0.0 0.0
H -1.033826 3.111916 -2.777294 0.0 0.0 0.0
H 3.613427 -0.803485 -2.502973 -0.2 0.2 -0.1
H 3.466643 -1.275342 -0.806355 -0.2 -0.1 0.0
H 4.567672 0.556580 0.881997 0.1 0.1 0.0
H 6.792903 1.528012 1.351934 0.0 0.0 0.0
H 8.541513 1.496662 -0.393814 -0.1 0.2 -0.1
H 7.975491 0.794625 -2.693280 0.0 -0.2 0.1
H 5.762421 -0.194408 -3.171849 0.1 0.0 0.1
C -6.264759 -1.110740 -1.648672 0.1 0.0 0.1
C -4.901578 -1.169956 -1.930498 0.1 0.0 -0.2
C -3.993339 -1.188575 -0.896285 0.1 0.0 0.3
C -4.436159 -1.145187 0.429095 -0.2 0.0 -0.4
C -5.809948 -1.079199 0.712083 0.2 0.0 0.3
C -6.711312 -1.066650 -0.328283 -0.1 0.0 -0.1
N -3.476140 -1.164499 1.449227 1.3 -0.2 -0.9
N -3.785820 -1.092440 2.626280 -0.6 0.0 0.4
C -2.792439 -1.070118 3.617501 0.2 0.0 -0.1
C -3.196416 -0.987277 4.928864 -0.2 0.0 0.3
C -2.226888 -0.926450 5.927881 0.0 0.0 0.0
C -0.889165 -0.951624 5.566884 0.0 0.0 0.0
C -0.562366 -1.047017 4.227340 0.3 0.0 -0.2
N -1.498795 -1.108762 3.265746 0.6 -0.1 -0.9
H -6.977681 -1.098606 -2.463225 0.0 0.0 0.0
H -4.564230 -1.199646 -2.958293 0.0 0.0 0.0
H -2.925311 -1.220532 -1.102159 0.1 0.0 -0.1
H -6.130942 -1.042299 1.744373 -0.1 0.0 0.0
H -7.772073 -1.024929 -0.119780 0.0 0.0 0.0
H -4.253488 -0.969634 5.160463 0.0 0.0 -0.1
H -2.513564 -0.857745 6.969990 0.0 0.0 0.0
H -0.104331 -0.895877 6.309392 0.0 0.0 0.0
H 0.472893 -1.068092 3.908765 0.0 0.0 0.0
N -1.016172 -7.827476 1.332457 0.0 0.5 0.0
C -1.011171 -6.503279 1.314053 0.0 -0.4 0.0
C -0.711938 -5.741737 2.476815 0.0 -0.1 0.0
C -0.740000 -4.386616 2.422809 0.1 0.3 0.4
N -1.060683 -3.704939 1.293671 0.0 1.8 -0.8
C -1.311030 -4.418768 0.160932 -0.1 0.0 -0.2
C -1.301031 -5.774358 0.127575 0.0 0.0 0.0
H -0.816130 -8.340845 2.174023 0.0 -0.1 0.1
H -1.220487 -8.362869 0.505045 0.0 -0.1 -0.1
H -0.463937 -6.237008 3.407214 0.0 0.1 0.0
H -0.515395 -3.794730 3.302308 0.0 -0.1 0.0
H -1.536257 -3.850182 -0.732860 0.0 -0.1 -0.1
H -1.517284 -6.293662 -0.797104 0.0 0.1 0.0

=====

74
Properties=species:S:1:pos:R:3:forces:R:3 method="wB97M-V/def2-TZVPD" charge=+1 orbital_gap_ha="0.1870 / 0.1879" total_energy_ev=-115639.9197 relative_energy_kcal_mol=0.00
Au -0.561813 -0.176479 0.334818 -0.4 0.5 0.2
C 2.754667 0.500022 -1.262410 0.0 0.0 0.0
N 2.543517 0.288881 0.165994 -0.1 -0.2 0.0
C 3.475610 -0.680251 0.714095 0.0 0.0 0.0
C 2.349751 1.460816 0.923800 0.0 0.2 0.0
C 3.267634 1.901641 1.871664 0.0 0.0 0.0
C 3.025991 3.041664 2.624871 0.0 0.0 0.0
C 1.858594 3.768906 2.450107 0.0 0.0 0.0
C 0.927637 3.343289 1.520652 0.0 -0.1 0.0
C 1.158155 2.201004 0.754249 0.1 0.0 0.0
N 0.166393 1.684741 -0.100967 0.0 -0.4 0.2
C -0.593248 2.542807 -0.879036 -0.1 -0.1 -0.1
C -0.081390 3.771338 -1.333115 -0.1 0.0 0.0
C -0.758970 4.498361 -2.289355 0.0 -0.1 0.0
C -1.960744 4.033528 -2.812341 -0.1 0.0 0.0
C -2.480939 2.829713 -2.371445 0.0 0.0 0.0
C -1.817755 2.091570 -1.400589 0.2 0.2 0.0
N -2.355044 0.865785 -0.875126 0.4 -0.3 0.0
C -3.199581 1.124872 0.313890 -0.1 0.0 0.1
C -3.093987 0.062781 -1.857564 -0.1 0.0 -0.1
H 3.771678 0.857136 -1.471303 0.0 0.0 0.0
H 2.043887 1.223319 -1.654324 0.0 0.0 0.0
H 2.611154 -0.441915 -1.795719 0.0 0.0 0.0
H 4.526690 -0.376108 0.614339 0.0 0.0 0.0
H 3.355560 -1.624177 0.179928 0.0 0.0 0.0
H 3.255595 -0.853288 1.766978 0.0 0.0 0.0
H 4.187538 1.354794 2.021808 0.0 0.0 0.0
H 3.760155 3.362931 3.351961 0.0 0.0 0.0
H 1.666243 4.651448 3.044773 0.0 0.0 0.0
H -0.007656 3.875556 1.399108 0.0 0.0 0.0
H 0.873686 4.116979 -0.964901 0.0 0.0 0.0
H -0.338369 5.429606 -2.644345 0.0 0.0 0.0
H -2.492596 4.611326 -3.555682 0.0 0.0 0.0
H -3.421811 2.476998 -2.770616 0.0 0.0 0.0
H -4.065026 1.731787 0.031076 0.0 0.0 0.0
H -2.625230 1.655546 1.071567 0.0 0.0 0.0
H -3.543278 0.176462 0.727594 0.0 0.0 0.0
H -4.038478 0.535904 -2.140930 0.0 0.0 0.0
H -3.326464 -0.901877 -1.412842 0.0 0.0 0.0
H -2.483172 -0.082390 -2.746030 0.0 0.0 0.0
S -0.156840 -0.094635 2.657190 0.2 0.0 -0.2
C -0.101755 -1.762563 3.227746 0.0 -0.1 -0.1
C 0.324253 -1.984427 4.539082 0.0 0.0 0.0
C 0.406948 -3.275059 5.032189 0.0 0.0 0.0
C 0.085323 -4.368601 4.235697 0.0 0.0 0.0
C -0.337566 -4.157602 2.936175 0.0 0.0 0.0
C -0.442273 -2.860118 2.442518 0.0 -0.1 0.0
As -1.063254 -2.505639 0.671395 -0.1 0.1 0.0
C -2.938904 -2.913537 0.682346 0.0 0.0 0.0
C -3.649320 -2.734881 1.866008 0.0 0.0 0.0
C -5.020891 -2.941427 1.879866 0.0 0.0 0.0
C -5.678573 -3.327661 0.719389 0.0 0.0 0.0
C -4.967573 -3.510265 -0.458900 0.0 0.0 0.0
C -3.595996 -3.299694 -0.482336 0.0 0.0 0.0
C -0.212294 -3.733227 -0.524523 0.0 0.0 0.0
C -0.676239 -5.036521 -0.675894 0.0 0.0 0.0
C 0.005974 -5.910640 -1.509376 0.0 0.0 0.0
C 1.140517 -5.483831 -2.186059 0.0 0.0 0.0
C 1.598980 -4.182153 -2.036282 0.0 0.0 0.0
C 0.921534 -3.302411 -1.205836 0.0 0.0 0.0
H 0.599269 -1.144727 5.164613 0.0 0.0 0.0
H 0.741969 -3.431422 6.049380 0.0 0.0 0.0
H 0.170399 -5.373337 4.626077 0.0 0.0 0.0
H -0.583835 -4.999855 2.300506 0.0 0.0 0.0
H -3.135755 -2.442671 2.774778 0.0 0.0 0.0
H -5.575343 -2.808076 2.799342 0.0 0.0 0.0
H -6.747818 -3.492916 0.734768 0.0 0.0 0.0
H -5.479575 -3.820536 -1.360410 0.0 0.0 0.0
H -3.043690 -3.446830 -1.403255 0.0 0.0 0.0
H -1.565491 -5.369353 -0.154443 0.0 0.0 0.0
H -0.348977 -6.925399 -1.630970 0.0 0.0 0.0
H 1.668015 -6.168829 -2.836510 0.0 0.0 0.0
H 2.481543 -3.852827 -2.568849 0.0 0.0 0.0
H 1.268953 -2.281558 -1.085955 0.0 0.0 0.0

=====

78
Properties=species:S:1:pos:R:3:forces:R:3 method="wB97M-V/def2-TZVPD" charge=+1 multiplicity=2 orbital_gap_ha="0.2581 / 0.2629" total_energy_ev=-127741.4524 relative_energy_kcal_mol=0.00 s2=0.76
Ru 0.617609 0.537055 0.732681 0.1 1.1 0.0
S 0.017098 1.448953 -1.298714 0.3 0.3 0.4
C 1.298706 1.690317 -2.484680 0.1 -0.2 0.2
C 1.041627 2.348536 -3.677905 0.0 0.1 -0.2
C 2.069976 2.500135 -4.600931 -0.2 0.0 0.1
C 3.337036 1.989950 -4.348973 0.0 0.0 0.1
C 3.587685 1.311585 -3.164583 0.0 -0.1 -0.1
C 2.558804 1.157896 -2.243497 -0.2 0.2 0.0
As 2.619123 0.183234 -0.611239 0.2 -0.6 -0.2
C 4.526383 -0.080123 -0.415086 0.0 0.0 0.2
C 4.988861 -1.382653 -0.273299 0.2 0.1 0.1
C 6.357000 -1.627516 -0.243165 -0.1 0.0 0.0
C 7.253072 -0.577625 -0.358979 0.0 0.0 0.0
C 6.786440 0.721884 -0.510662 0.0 0.0 0.0
C 5.424251 0.977175 -0.537106 0.0 -0.1 0.0
C 2.026834 -1.608350 -0.981670 -0.2 0.0 -0.3
C 1.979691 -2.180796 -2.245744 0.0 0.0 0.1
C 1.369828 -3.419109 -2.404860 0.0 0.0 0.0
C 0.795038 -4.066906 -1.316252 0.0 0.0 -0.1
C 0.838048 -3.492532 -0.054288 0.0 0.0 0.0
C 1.461589 -2.264446 0.104607 0.0 -0.1 0.2
H 0.054870 2.746086 -3.878296 0.0 0.0 0.0
H 1.880090 3.025926 -5.527389 0.0 0.0 0.0
H 4.127171 2.116652 -5.076183 0.0 0.0 0.0
H 4.566873 0.896723 -2.969656 0.0 0.0 0.0
H 4.297041 -2.207825 -0.183948 0.0 0.0 0.0
H 6.715970 -2.641740 -0.130182 0.0 0.0 0.0
H 8.317403 -0.770076 -0.335695 0.0 0.0 0.0
H 7.484076 1.543052 -0.608757 0.0 0.0 0.0
H 5.073012 1.989510 -0.666191 0.0 0.1 0.0
H 2.405108 -1.661928 -3.096258 0.0 0.0 0.0
H 1.336553 -3.876542 -3.384794 0.0 0.0 0.0
H 0.313259 -5.025748 -1.454883 0.0 0.0 0.0
H 0.397597 -4.001061 0.793348 0.0 0.0 0.0
H 1.576107 -1.825006 1.097796 -0.1 -0.1 0.1
F 1.248699 2.786015 2.160233 0.0 0.0 0.1
C 1.841656 1.551708 2.094776 -0.2 -0.1 -0.2
F 1.611396 0.910082 3.290759 0.2 -0.1 0.1
C 3.348806 1.839578 2.223973 -0.3 0.3 -0.2
F 3.594284 2.452517 3.381490 0.0 0.0 -0.1
F 3.744456 2.655270 1.241436 0.2 -0.1 -0.2
F 4.055566 0.713063 2.195340 0.1 -0.1 0.0
C -7.881808 -0.632580 -1.349820 0.1 0.0 0.0
C -6.471054 -0.313343 -0.942947 -0.1 0.0 0.0
C -5.998339 0.993392 -0.959400 0.0 0.1 0.0
C -4.702977 1.303616 -0.586423 0.0 0.2 0.0
C -4.268519 2.754867 -0.641790 -0.1 -0.1 0.0
C -3.839009 0.256310 -0.189322 0.1 0.0 0.0
C -2.473251 0.626015 0.124667 -0.2 0.0 0.1
O -1.527901 -0.142333 0.309582 0.3 -0.3 -0.3
C -4.306349 -1.077086 -0.157205 0.2 -0.1 0.1
C -3.462891 -2.253056 0.274780 -0.1 0.1 0.0
C -5.611140 -1.327869 -0.532954 -0.1 0.0 0.0
H -8.421904 0.259226 -1.659995 0.0 0.0 0.0
H -8.422619 -1.091875 -0.520942 0.0 0.0 0.0
H -7.889758 -1.345830 -2.175170 0.0 0.0 0.0
H -6.660931 1.790505 -1.275336 0.0 0.0 0.0
H -5.077915 3.365528 -1.035798 0.0 0.0 0.0
H -3.401304 2.903319 -1.285568 0.0 0.0 0.0
H -4.021403 3.140446 0.348785 0.0 0.0 0.0
H -2.280672 1.700877 0.192368 0.0 0.1 -0.1
H -2.617160 -1.964505 0.888174 -0.1 0.0 0.0
H -3.063124 -2.769795 -0.600780 0.0 0.0 0.0
H -4.078628 -2.964185 0.824096 0.0 0.0 0.0
H -5.976648 -2.348690 -0.500617 0.0 0.0 0.0
C -1.822033 -0.703970 4.319872 0.0 0.0 0.1
C -1.375526 0.655170 4.857575 0.0 0.0 0.0
C -1.089363 1.436830 3.587811 -0.2 -0.1 0.0
O -0.678063 0.434138 2.609580 -0.1 -0.2 0.0
C -0.873962 -0.891089 3.156244 0.1 -0.1 0.0
H -2.854869 -0.662027 3.968868 0.0 0.0 0.0
H -1.736754 -1.503949 5.052754 0.0 0.0 0.0
H -0.465034 0.547042 5.448622 0.0 0.0 0.0
H -2.130142 1.144668 5.469880 0.0 0.0 0.0
H -0.308818 2.179294 3.696238 0.0 0.0 0.0
H -1.991633 1.914614 3.200157 0.0 0.0 0.0
H 0.095054 -1.272067 3.493277 0.0 0.0 0.0
H -1.258245 -1.524527 2.358163 0.0 0.0 0.0